Record 1
{
  "formula": "C2H4FP",
  "method": "ωB97M-V/def2-TZVPD",
  "multiplicity": 3,
  "s_squared": 2.0102,
  "gap_ha": [0.246, 0.276],
  "fmax_ev_per_a": 12.0,
  "symbols": ["C", "C", "F", "P", "H", "H", "H", "H"],
  "positions_angstrom": [[0.307, -0.201, -0.160], [1.459, 0.516, -0.259], [-2.388, 0.915, 0.246], [-1.715, -0.551, -0.051], [-1.781, -0.944, 1.438], [0.316, -1.276, -0.545], [2.302, 0.009, -0.499], [1.500, 1.532, -0.170]],
  "nbo_charge": [-0.40, -0.33, -0.59, 0.92, -0.07, 0.15, 0.17, 0.17]
}

---

Record 2
{
  "formula": "C21H47N2O6PdS5",
  "method": "ωB97M-V/def2-TZVPD",
  "multiplicity": 3,
  "s_squared": 2.0113,
  "gap_ha": [0.300, 0.201],
  "charge": 1,
  "fmax_ev_per_a": 2.9,
  "symbols": ["Pd", "C", "C", "C", "O", "H", "H", "H", "H", "H", "H", "H", "C", "S", "O", "C", "H", "H", "H", "H", "H", "H", "C", "S", "O", "C", "H", "H", "H", "H", "H", "H", "C", "S", "O", "C", "H", "H", "H", "H", "H", "H", "C", "S", "O", "C", "H", "H", "H", "H", "H", "H", "C", "S", "O", "C", "H", "H", "H", "H", "H", "H", "N", "C", "C", "C", "C", "H", "H", "H", "H", "H", "N", "C", "C", "C", "C", "H", "H", "H", "H", "H"],
  "positions_angstrom": [[1.951, 2.862, -2.168], [1.353, -0.287, 0.855], [0.855, 1.148, 0.751], [1.318, 1.948, 1.974], [1.233, 1.828, -0.399], [1.029, -0.794, 1.766], [2.446, -0.276, 0.866], [0.976, -0.935, 0.063], [-0.239, 1.038, 0.776], [0.869, 2.942, 2.078], [2.386, 2.162, 2.048], [0.995, 1.441, 2.886], [0.887, 5.775, 0.291], [0.005, 5.562, -1.304], [0.878, 4.601, -2.121], [-1.331, 4.557, -0.532], [1.295, 4.907, 0.798], [0.110, 6.212, 0.920], [1.581, 6.578, 0.048], [-0.896, 3.582, -0.321], [-2.147, 4.456, -1.248], [-1.751, 5.007, 0.363], [0.127, -0.848, -3.789], [-0.182, 0.848, -4.401], [0.463, 1.817, -3.459], [0.745, 0.766, -5.969], [-0.517, -1.530, -4.338], [-0.071, -0.772, -2.721], [1.176, -1.089, -3.954], [1.653, 0.174, -5.859], [0.927, 1.753, -6.379], [0.088, 0.188, -6.623], [-0.323, -3.325, 0.291], [-0.708, -5.133, 0.295], [-1.298, -5.582, -0.997], [-2.134, -4.833, 1.394], [-1.242, -2.816, 0.000], [0.380, -3.113, -0.514], [0.022, -3.077, 1.292], [-2.858, -4.147, 0.946], [-1.802, -4.405, 2.338], [-2.725, -5.746, 1.475], [3.767, -1.243, -1.903], [4.276, 0.318, -2.722], [2.954, 1.033, -3.016], [4.942, 1.084, -1.179], [3.229, -1.082, -0.970], [4.611, -1.845, -1.557], [3.162, -1.812, -2.603], [5.566, 1.918, -1.481], [5.409, 0.338, -0.535], [4.114, 1.391, -0.532], [-5.044, 0.470, 2.765], [-3.744, 1.686, 3.083], [-3.996, 2.454, 4.333], [-2.367, 0.561, 3.376], [-4.980, -0.221, 3.607], [-4.836, 0.023, 1.794], [-6.034, 0.913, 2.698], [-1.502, 1.193, 3.591], [-2.087, -0.004, 2.488], [-2.535, -0.016, 4.287], [1.057, -4.618, 3.635], [2.157, -4.915, 2.850], [2.877, -3.722, 2.921], [2.251, -2.745, 3.713], [1.076, -3.355, 4.127], [0.276, -5.238, 3.774], [2.348, -5.851, 2.362], [3.797, -3.529, 2.382], [2.445, -1.688, 3.740], [0.322, -3.054, 4.837], [-1.941, 1.250, -1.247], [-2.608, 1.737, -2.353], [-3.799, 1.022, -2.466], [-3.757, 0.006, -1.506], [-2.596, 0.128, -0.807], [-0.999, 1.573, -1.084], [-2.305, 2.486, -3.065], [-4.469, 1.191, -3.293], [-4.490, -0.769, -1.339], [-2.066, -0.515, -0.121]],
  "mulliken_spin": [1.32, 0.02, -0.04, 0.04, 0.53, 0.00, 0.00, -0.01, 0.01, 0.00, 0.00, 0.01, 0.00, 0.01, 0.05, -0.01, 0.00, 0.00, 0.00, 0.00, 0.00, 0.00, 0.00, 0.01, 0.01, 0.00, 0.00, 0.00, 0.00, 0.00, 0.00, 0.00, 0.00, 0.00, 0.00, 0.00, 0.00, 0.00, 0.00, 0.00, 0.00, 0.00, 0.00, 0.01, 0.03, 0.00, 0.00, 0.00, 0.00, 0.00, 0.00, 0.00, 0.00, 0.00, 0.00, 0.00, 0.00, 0.00, 0.00, 0.00, 0.00, 0.00, 0.00, 0.00, 0.00, 0.00, 0.00, 0.00, 0.00, 0.00, 0.00, 0.00, 0.00, 0.00, 0.00, 0.00, 0.00, 0.00, 0.00, 0.00, 0.00, 0.00]
}

---

Record 3
{
  "formula": "C9H23Cl3N2O13",
  "method": "ωB97M-V/def2-TZVPD",
  "gap_ha": 0.250,
  "charge": -2,
  "fmax_ev_per_a": 4.5,
  "symbols": ["N", "H", "H", "H", "H", "Cl", "O", "O", "O", "O", "Cl", "O", "O", "O", "O", "Cl", "O", "O", "O", "O", "C", "C", "C", "C", "C", "C", "N", "O", "C", "C", "C", "H", "H", "H", "H", "H", "H", "H", "H", "H", "H", "H", "H", "H", "H", "H", "H", "H", "H", "H"],
  "positions_angstrom": [[0.727, -1.458, 0.400], [-0.095, -1.200, 0.927], [0.718, -0.768, -0.338], [0.737, -2.455, 0.239], [1.570, -1.219, 0.904], [2.681, -2.727, 3.486], [2.709, -2.059, 4.761], [3.676, -3.750, 3.408], [1.460, -3.302, 3.228], [2.934, -1.746, 2.505], [-0.957, 0.232, 3.570], [-0.567, 0.072, 4.903], [-2.231, 0.912, 3.356], [0.060, 0.767, 2.718], [-1.116, -1.120, 3.133], [2.254, -5.444, 0.003], [1.378, -4.272, -0.098], [1.693, -6.333, 0.931], [2.133, -6.186, -1.254], [3.658, -5.156, 0.182], [0.470, 2.687, -2.613], [0.513, 1.835, -1.330], [0.221, 2.727, -0.089], [-1.238, 3.205, 0.009], [-2.318, 2.093, -0.216], [-1.843, 0.865, -1.215], [-0.385, 0.692, -1.360], [-0.030, -0.404, -2.205], [-2.572, -0.414, -0.668], [-2.532, 1.177, -2.604], [1.986, 1.348, -1.047], [-0.382, 3.366, -2.638], [1.309, 3.384, -2.608], [0.505, 2.003, -3.461], [0.351, 2.132, 0.815], [0.931, 3.548, 0.011], [-1.394, 3.533, 1.037], [-1.343, 4.138, -0.545], [-3.158, 2.578, -0.714], [-2.623, 1.793, 0.787], [-2.543, -0.546, 0.413], [-2.164, -1.286, -1.179], [-3.645, -0.261, -0.782], [-3.510, 0.698, -2.650], [-1.941, 0.664, -3.363], [-2.723, 2.236, -2.780], [2.321, 0.822, -1.941], [2.720, 2.097, -0.748], [1.967, 0.632, -0.225], [-0.370, -0.130, -3.060]],
  "nbo_charge": [-0.89, 0.45, 0.43, 0.48, 0.47, 2.63, -0.90, -0.89, -0.88, -0.95, 2.58, -0.83, -0.90, -0.91, -0.93, 2.56, -0.92, -0.86, -0.93, -0.83, -0.64, 0.13, -0.41, -0.41, -0.40, 0.14, -0.23, -0.57, -0.64, -0.64, -0.60, 0.21, 0.21, 0.20, 0.26, 0.21, 0.23, 0.18, 0.19, 0.25, 0.25, 0.22, 0.20, 0.21, 0.17, 0.21, 0.21, 0.22, 0.21, 0.45]
}

---

Record 4
{
  "formula": "C8H15ClNO2VY",
  "method": "ωB97M-V/def2-TZVPD",
  "multiplicity": 3,
  "s_squared": 2.0159,
  "gap_ha": [0.171, 0.216],
  "charge": -1,
  "fmax_ev_per_a": 2.9,
  "symbols": ["V", "Cl", "C", "C", "H", "H", "H", "H", "H", "H", "Y", "C", "C", "H", "H", "H", "H", "H", "O", "C", "C", "C", "C", "O", "N", "H", "H", "H", "H"],
  "positions_angstrom": [[0.203, -0.615, -2.592], [1.063, -2.373, -1.715], [1.590, 0.406, -3.465], [-0.891, -1.116, -4.103], [1.361, 0.561, -4.528], [1.676, 1.386, -2.976], [2.559, -0.106, -3.381], [-0.605, -0.550, -4.999], [-1.945, -0.906, -3.870], [-0.795, -2.189, -4.315], [-1.888, 0.808, 0.788], [-2.555, -1.269, 1.476], [-0.893, 0.674, -1.320], [-3.631, -1.336, 1.685], [-2.304, -2.016, 0.711], [-2.012, -1.556, 2.386], [-1.845, 0.933, -1.867], [-0.329, 1.639, -1.252], [-0.773, 2.359, 2.011], [0.088, 1.485, 2.403], [1.238, 1.627, 3.351], [1.725, 0.191, 3.522], [0.846, -0.663, 2.620], [0.829, -1.869, 2.495], [-0.038, 0.219, 1.950], [2.006, 2.271, 2.905], [0.921, 2.079, 4.299], [2.772, 0.071, 3.220], [1.628, -0.145, 4.563]],
  "nbo_charge": [1.15, -0.52, -1.09, -1.09, 0.19, 0.19, 0.20, 0.19, 0.19, 0.20, 1.98, -1.35, -1.49, 0.18, 0.24, 0.22, 0.18, 0.19, -0.77, 0.66, -0.51, -0.52, 0.69, -0.53, -0.71, 0.24, 0.23, 0.24, 0.23]
}

---

Record 5
{
  "formula": "C23H35F5N2O8PS",
  "method": "ωB97M-V/def2-TZVPD",
  "gap_ha": 0.280,
  "charge": 1,
  "fmax_ev_per_a": 2.5,
  "symbols": ["C", "C", "O", "P", "O", "C", "C", "C", "C", "N", "C", "S", "O", "O", "C", "F", "F", "C", "F", "F", "F", "C", "C", "C", "C", "O", "C", "C", "O", "C", "C", "H", "H", "H", "H", "H", "H", "H", "H", "H", "H", "H", "H", "H", "H", "H", "H", "H", "H", "H", "H", "H", "H", "H", "H", "H", "H", "H", "H", "H", "H", "C", "C", "C", "C", "C", "C", "N", "O", "O", "H", "H", "H", "H", "H"],
  "positions_angstrom": [[-4.661, 0.544, -1.354], [-3.651, 1.181, -2.285], [-2.503, 0.311, -2.389], [-1.163, 1.042, -2.846], [-1.393, 2.076, -3.859], [-0.492, 1.816, -1.350], [0.968, 2.283, -1.513], [1.943, 1.649, -0.503], [2.095, 2.334, 0.783], [1.532, 3.426, 1.166], [1.902, 3.770, 2.545], [0.590, 4.671, 3.442], [0.339, 4.105, 4.726], [0.959, 6.052, 3.409], [-1.003, 4.528, 2.482], [-1.852, 5.354, 3.148], [-0.834, 4.987, 1.213], [-1.654, 3.122, 2.473], [-0.831, 2.246, 1.857], [-1.894, 2.698, 3.716], [-2.804, 3.193, 1.776], [2.163, 2.370, 3.139], [3.093, 2.240, 4.344], [2.415, 2.127, 5.709], [1.208, 1.213, 5.696], [1.425, 0.141, 4.789], [0.489, -0.914, 4.967], [2.963, 1.830, 1.894], [-0.159, -0.059, -3.372], [0.360, -1.026, -2.437], [-0.522, -2.236, -2.269], [-5.250, -0.202, -1.872], [-5.314, 1.310, -0.956], [-4.142, 0.056, -0.536], [-4.069, 1.341, -3.268], [-3.379, 2.158, -1.899], [-0.616, 1.225, -0.448], [-1.117, 2.690, -1.208], [1.006, 3.360, -1.379], [1.343, 2.087, -2.508], [1.592, 0.650, -0.243], [2.928, 1.490, -0.934], [0.923, 3.936, 0.535], [2.809, 4.357, 2.629], [1.287, 1.735, 3.130], [3.638, 1.316, 4.193], [3.842, 3.026, 4.319], [3.135, 1.730, 6.416], [2.148, 3.113, 6.067], [0.284, 1.743, 5.471], [1.088, 0.803, 6.697], [-0.355, -0.603, 5.571], [0.116, -1.242, 4.003], [0.993, -1.752, 5.437], [3.052, 0.757, 1.830], [3.896, 2.373, 1.755], [0.557, -0.595, -1.458], [1.320, -1.338, -2.832], [-0.035, -2.880, -1.541], [-0.622, -2.813, -3.175], [-1.475, -1.950, -1.837], [-1.762, -7.604, -6.339], [-1.253, -8.346, -5.282], [-0.411, -7.751, -4.358], [-0.096, -6.414, -4.510], [-0.589, -5.659, -5.558], [-1.428, -6.264, -6.478], [0.782, -5.775, -3.521], [1.217, -6.458, -2.624], [1.019, -4.590, -3.655], [-2.423, -8.072, -7.057], [-1.512, -9.390, -5.177], [-0.010, -8.322, -3.535], [-0.325, -4.618, -5.661], [-1.823, -5.689, -7.304]],
  "mulliken_charge": [-1.27, -0.23, -0.17, 0.75, -0.84, -0.79, -1.50, -0.60, 0.35, 0.19, -0.42, 1.21, -0.54, -0.68, 0.44, -0.22, -0.25, 0.62, -0.15, -0.22, -0.27, 0.35, -1.26, -1.08, -0.44, -0.33, -0.87, -1.24, -0.36, -0.02, -1.03, 0.33, 0.38, 0.33, 0.32, 0.32, 0.64, 0.43, 0.74, 0.54, 0.33, 0.55, 0.38, 0.44, 0.41, 0.51, 0.42, 0.53, 0.36, 0.24, 0.60, 0.41, 0.26, 0.27, 0.58, 0.35, -0.09, 0.41, 0.41, 0.15, 0.30, -0.44, -0.41, -0.43, 0.20, -0.27, -0.48, 1.05, -0.61, -0.63, 0.38, 0.38, 0.44, 0.44, 0.38]
}